A cluster of 2 separate species, H5NO2P2 in total, computed with ωB97M-V with the def2-TZVPD basis set.

```
10
Properties=species:S:1:pos:R:3:forces:R:3
N -1.325832 1.534720 -0.570851 0.8679 0.5396 -0.1290
O -0.703075 -1.420346 1.313107 -0.9256 2.3271 -0.6552
O 1.654359 -1.580124 0.528886 1.1972 0.2375 -1.3589
P 1.656858 -0.478003 -0.684397 1.8176 -0.5834 -0.3836
P 0.722155 -2.026537 1.707766 -0.6744 -1.1021 2.3593
H -2.329871 1.582935 -0.527531 -0.3060 0.0304 -0.0690
H -1.057048 1.310192 -1.536459 -0.2085 0.1064 0.5754
H -0.691761 -0.427328 1.106824 -0.3129 -1.6695 0.2182
H -0.964392 2.484584 -0.373798 -0.3243 -0.8330 -0.1784
H 3.038606 -0.980093 -0.963547 -1.1310 0.9469 -0.3789
```
Forces are in eV/Å.

Values from the calculation:
E   -24242.324 eV
Energy above the lowest of the compared OMol25 structures with the same formula, charge and spin   0.0 kJ/mol
HOMO-LUMO gap (spin up / spin down)   7.32 / 9.12 eV
Spin multiplicity   3
HOMO energy (spin up / spin down)   -6.56 / -10.22 eV